DFT (ωB97M-V/def2-TZVPD) results for 2 unconnected molecules or ions with the total composition C5H11Cl2OPS at a distorted geometry.

The geometry in XYZ format:
```
21
Properties=species:S:1:pos:R:3:mulliken_spin:R:1
C -1.29 -2.56 1.55 0.01
C -0.32 1.30 -1.74 0.00
C 1.34 2.43 -0.12 0.02
C -1.84 -1.22 1.24 -0.05
C 0.74 1.20 -0.74 0.75
O 0.62 -1.63 -0.70 0.03
P 1.47 -0.44 -0.60 0.01
S -0.69 0.17 1.57 0.99
Cl 2.66 -0.65 0.90 0.00
Cl 2.87 -0.24 -2.17 0.05
H -1.94 -3.34 1.28 0.00
H -0.42 -2.53 0.93 -0.01
H -0.89 -2.73 2.49 0.00
H -0.73 0.41 -2.28 0.00
H 0.00 1.90 -2.57 0.04
H -1.02 1.93 -1.34 0.03
H 2.41 2.31 -0.03 0.01
H 0.99 3.34 -0.56 0.00
H 0.98 2.33 0.88 0.04
H -2.73 -0.90 1.81 0.05
H -2.20 -1.09 0.21 0.00
```

Computed properties:
- Spin multiplicity: 3
- Frontier orbital gap (spin up / spin down): 8.47 / 6.70 eV
- HOMO energy (spin up / spin down): -0.2881 / -0.3282 Eh
- Largest force on an atom: 2.8 eV/Å
- Total energy: -1932.23122 Eh
- Expectation value of S²: 2.01